DFT (wB97M-V/def2-TZVPD) results for a molecular structure, C18H48N6O7P2S.

Structure (ORCA input):
```
! wB97M-V def2-TZVPD RIJCOSX def2/J DEFGRID3
* xyz 0 1
C 1.87 -3.79 -0.71
O 1.28 -2.54 -0.46
C 0.46 -2.08 -1.53
C -0.92 -1.68 -0.99
C -2.06 -1.99 -1.99
C -2.92 -3.13 -1.47
C -4.06 -2.86 -0.49
O -4.47 -4.21 -0.18
S -4.07 -5.19 -1.38
O -2.95 -6.00 -1.05
O -5.24 -5.82 -1.86
O -3.56 -4.03 -2.38
H 2.32 -4.14 0.22
H 1.13 -4.53 -1.02
H 2.65 -3.73 -1.48
H 0.40 -2.82 -2.34
H 0.96 -1.20 -1.93
H -1.09 -2.18 -0.04
H -0.88 -0.61 -0.80
H -1.61 -2.30 -2.93
H -2.61 -1.06 -2.14
H -2.20 -3.68 -0.84
H -4.80 -2.31 -1.08
H -3.74 -2.40 0.43
O 4.57 -2.52 1.19
P 5.61 -1.47 1.38
N 5.08 -0.60 2.76
C 4.06 0.44 2.74
C 5.05 -1.42 3.97
N 5.48 -0.65 -0.15
C 4.95 0.69 -0.30
C 5.00 -1.49 -1.25
N 7.21 -1.02 1.59
C 7.70 0.12 2.34
C 8.19 -1.66 0.71
H 4.08 0.98 3.69
H 3.05 0.06 2.57
H 4.28 1.19 1.98
H 6.06 -1.57 4.35
H 4.60 -2.40 3.79
H 4.47 -0.93 4.75
H 3.88 0.76 -0.04
H 5.05 1.01 -1.35
H 5.51 1.43 0.28
H 3.91 -1.59 -1.26
H 5.42 -2.49 -1.18
H 5.33 -1.06 -2.20
H 7.26 1.06 2.00
H 8.78 0.20 2.20
H 7.53 0.03 3.41
H 8.38 -1.05 -0.18
H 7.82 -2.64 0.38
H 9.13 -1.84 1.23
O -4.06 1.04 0.07
P -4.59 2.30 -0.58
N -3.05 3.04 -0.85
C -2.26 3.67 0.19
C -2.25 2.36 -1.85
N -5.54 2.86 0.77
C -5.11 3.90 1.67
C -6.20 1.80 1.53
N -5.29 3.46 -1.60
C -4.76 4.77 -1.93
C -6.69 3.25 -1.97
H -1.46 4.26 -0.29
H -1.80 2.96 0.89
H -2.84 4.40 0.76
H -2.63 2.59 -2.86
H -2.27 1.27 -1.73
H -1.21 2.68 -1.83
H -4.22 3.62 2.25
H -5.91 4.13 2.38
H -4.91 4.84 1.15
H -5.53 1.32 2.25
H -6.58 1.02 0.86
H -7.06 2.22 2.06
H -4.56 5.37 -1.04
H -5.50 5.31 -2.53
H -3.85 4.73 -2.53
H -7.36 3.80 -1.29
H -6.95 2.20 -1.92
H -6.88 3.58 -2.99
*
```

* E_HOMO: -8.2 eV
* HOMO-LUMO gap: 7.88 eV
* LUMO energy: -0.34 eV